Version i
Molecular formula: CHNO3
Method: DFT, ωB97M-V/def2-TZVPD

The charge is 0. For the HOMO energy (alpha / beta), the calculation gives -9.302 / -9.468 eV. Its orbital gap (alpha / beta) is 0.329 / 0.331 Ha.

Bonds (Å) are listed after each position.
Geometry (Å):
1 C 0.95960 -0.28701 -0.91632  O3 1.172, O4 1.146
2 N -0.35153 0.85276 0.24023  O5 1.261
3 O 0.06457 -0.96098 -1.25908  C1 1.172
4 O 1.93397 0.15830 -0.51068  C1 1.146
5 O -0.79442 0.24422 1.25211  N2 1.261, H6 1.050
6 H -1.81219 -0.00729 1.19374  O5 1.050

Version ii
Molecular formula: CHNO3
Method: DFT, ωB97M-V/def2-TZVPD

The charge is 0. For the HOMO energy (alpha / beta), the calculation gives -10.272 / -10.215 eV. Its orbital gap (alpha / beta) is 0.318 / 0.320 Ha.

Bonds (Å) are listed after each position.
Geometry (Å):
1 C 0.18958 -0.17196 -0.34627  N2 1.184, O4 1.156
2 N -0.40005 0.48248 0.44430  C1 1.184, O5 1.351
3 O 1.04893 -2.64977 -2.08295  no bonds
4 O 0.41399 -0.86932 -1.24088  C1 1.156
5 O -0.21306 1.36485 1.45046  N2 1.351, H6 1.009
6 H -1.03938 1.84372 1.77533  O5 1.009

Version iii
Molecular formula: CHNO3
Method: DFT, ωB97M-V/def2-TZVPD

The charge is 0. For the HOMO energy (alpha / beta), the calculation gives -11.339 / -11.145 eV. Its orbital gap (alpha / beta) is 0.333 / 0.353 Ha.

Bonds (Å) are listed after each position.
Geometry (Å):
1 C 0.99235 0.23443 -0.01292  N2 1.394, O4 1.212, H6 1.072
2 N -0.14012 -0.44865 0.42887  C1 1.394, O5 1.434
3 O -2.40411 -0.53760 0.08154  O5 1.218
4 O 1.35277 1.39116 0.01272  C1 1.212
5 O -1.34740 -0.00430 -0.20421  N2 1.434, O3 1.218
6 H 1.54651 -0.63504 -0.30601  C1 1.072

The data favor version i; the next most stable structure lies 3.243 eV above it.